# 1
{
  "formula": "C3H3N3O2",
  "method": "ωB97M-V/def2-TZVPD",
  "elements": ["C", "O", "N", "C", "H", "O", "H", "N", "H", "N", "C"],
  "positions_angstrom": [[1.669, -0.449, 0.474], [-2.135, -0.128, 0.771], [1.448, 0.816, 0.578], [0.460, 1.453, -0.213], [2.481, -1.086, 0.739], [0.936, -1.233, -0.483], [0.931, 2.321, -0.606], [-0.487, -1.211, -0.436], [-0.831, -2.128, 0.106], [-0.732, 1.255, -0.619], [-1.228, -0.044, -0.127]],
  "mulliken_charge": [0.19, -0.56, -0.45, 0.05, 0.38, -0.30, 0.38, -0.16, 0.30, -0.40, 0.58],
  "charge": 0,
  "smiles": "O=C1N=CN=CON1",
  "e_lumo_ev": -0.47
}

=====

# 2
{
  "formula": "C3H3N3O2",
  "method": "ωB97M-V/def2-TZVPD",
  "elements": ["O", "C", "N", "H", "N", "H", "O", "C", "H", "C", "N"],
  "positions_angstrom": [[1.175, 0.486, -0.851], [1.180, 1.357, 0.056], [-2.550, 0.527, 0.150], [1.240, -0.376, 1.338], [1.186, -1.202, 0.777], [-2.151, 0.793, 1.106], [-1.559, -1.056, -1.309], [-1.889, -0.281, -0.497], [1.017, -1.537, -1.270], [1.142, -0.831, -0.427], [1.208, 2.119, 0.926]],
  "mulliken_charge": [-0.27, 0.56, -0.51, 0.31, -0.41, 0.31, -0.38, 0.64, 0.45, -0.27, -0.43],
  "charge": 0,
  "s_squared": 2.01,
  "e_lumo_ev": [0.42, -4.18],
  "multiplicity": 3
}

=====

# 3
{
  "formula": "C3H3N3O2",
  "method": "ωB97M-V/def2-TZVPD",
  "elements": ["H", "C", "N", "N", "H", "N", "O", "O", "H", "C", "C"],
  "positions_angstrom": [[0.399, -1.420, 0.641], [0.427, -0.181, -1.962], [0.028, 0.171, -2.999], [-1.217, 0.702, 0.444], [1.902, -0.659, 0.935], [1.071, -0.687, -0.964], [-1.787, 1.702, 0.916], [-1.568, 0.113, -0.580], [-0.075, 0.564, 2.119], [-0.109, 0.263, 1.082], [0.930, -0.567, 0.366]],
  "mulliken_charge": [0.31, 0.66, -0.43, 0.84, 0.37, -0.44, -0.56, -0.57, 0.46, -0.44, -0.22],
  "charge": 0,
  "s_squared": 2.03,
  "e_lumo_ev": [0.17, -2.99],
  "multiplicity": 3
}

=====

# 4
{
  "formula": "C3H3N3O3",
  "method": "ωB97M-V/def2-TZVPD",
  "elements": ["N", "H", "N", "H", "C", "N", "O", "O", "H", "C", "C", "O"],
  "positions_angstrom": [[2.270, -0.156, -0.221], [-1.260, 1.987, -1.029], [-0.749, 1.200, -0.689], [-0.122, -1.813, -0.369], [0.379, 1.460, 0.099], [-1.029, -0.064, -0.928], [3.151, 0.144, 0.531], [0.726, 2.484, 0.621], [1.106, -0.229, 1.459], [-0.223, -0.799, -0.303], [0.902, -0.100, 0.344], [2.301, -0.378, -1.421]],
  "mulliken_charge": [0.90, 0.24, 0.17, 0.48, 0.27, -0.57, -0.54, -0.51, 0.40, -0.32, 0.00, -0.54],
  "charge": 0,
  "smiles": "O=C1NN=C[C@H]1[N+](=O)[O-]",
  "e_lumo_ev": -0.21
}

=====

# 5
{
  "formula": "C3H3N3O3",
  "method": "ωB97M-V/def2-TZVPD",
  "elements": ["C", "O", "H", "N", "N", "O", "C", "N", "H", "H", "C", "O"],
  "positions_angstrom": [[-0.956, 0.307, 0.973], [-2.615, 1.285, -0.224], [-0.635, 0.054, 1.967], [2.152, -1.108, -0.085], [0.972, -0.395, -0.615], [-2.910, 0.889, 1.874], [-0.239, 0.082, -0.197], [-2.241, 0.865, 0.858], [-0.807, 0.406, -1.070], [2.806, -0.570, 0.480], [2.045, -0.868, -1.432], [2.426, -0.945, -2.528]],
  "mulliken_charge": [-0.63, -0.61, 0.40, -0.50, 0.00, -0.60, 0.18, 0.96, 0.35, 0.27, 0.57, -0.39],
  "charge": 0,
  "smiles": "O=C1NN1/C=C/[N+](=O)[O-]",
  "e_lumo_ev": -0.56
}

=====

# 6
{
  "formula": "C3H3N3OS",
  "method": "ωB97M-V/def2-TZVPD",
  "elements": ["C", "N", "N", "C", "N", "H", "C", "H", "O", "H", "S"],
  "positions_angstrom": [[0.977, 0.231, 0.967], [-2.008, 1.093, -1.109], [2.067, -1.509, -0.260], [-2.113, -0.014, -0.645], [0.548, 1.267, 0.558], [-0.112, 1.993, 0.841], [1.580, -0.928, 0.870], [-2.270, 1.514, -1.948], [2.060, -0.963, -1.338], [1.677, -1.581, 1.634], [-2.407, -1.102, 0.430]],
  "mulliken_charge": [0.92, -0.38, -0.08, 0.44, -0.33, 0.32, -0.86, 0.25, -0.41, 0.42, -0.29],
  "charge": 0,
  "smiles": "N=C=CN=O.N=C=S",
  "e_lumo_ev": [-0.31, -0.31]
}

=====

# 7
{
  "formula": "C3H3N3S",
  "method": "ωB97M-V/def2-TZVPD",
  "elements": ["N", "C", "H", "C", "N", "N", "H", "H", "S", "C"],
  "positions_angstrom": [[2.537, 0.419, 0.118], [-0.644, -0.632, -0.138], [-2.974, -1.679, -0.061], [0.048, 0.616, -0.028], [-2.862, -0.669, 0.062], [-0.245, 1.836, 0.048], [-1.239, 2.041, 0.015], [3.347, -0.185, 0.140], [0.634, -1.745, -0.156], [1.399, -0.002, 0.000]],
  "mulliken_charge": [-0.50, 0.06, 0.15, 0.16, -0.36, -0.52, 0.33, 0.29, -0.03, 0.41],
  "charge": 0,
  "e_lumo_ev": [-2.17, -2.20]
}

=====

# 8
{
  "formula": "C3H3N3S",
  "method": "ωB97M-V/def2-TZVPD",
  "elements": ["N", "H", "N", "N", "H", "C", "S", "C", "C", "H"],
  "positions_angstrom": [[-0.289, -1.308, 0.104], [1.064, 2.158, 0.148], [-0.438, 1.061, 0.118], [1.019, -1.270, -0.027], [2.819, -0.064, -0.273], [1.657, -0.125, -0.256], [-2.764, -0.045, -0.141], [-1.000, -0.139, -0.022], [0.803, 1.089, -0.014], [-2.870, -1.358, 0.364]],
  "mulliken_charge": [-0.27, 0.39, -0.41, -0.37, 0.31, -0.23, -0.24, 0.56, 0.09, 0.19],
  "charge": 0,
  "smiles": "Sc1nccnn1",
  "e_lumo_ev": 0.02
}

=====

# 9
{
  "formula": "C3H3N3S",
  "method": "ωB97M-V/def2-TZVPD",
  "elements": ["N", "C", "S", "H", "N", "C", "C", "H", "N", "H"],
  "positions_angstrom": [[0.182, -1.475, -0.368], [-1.228, 0.717, -0.215], [0.162, 1.917, -0.276], [-2.877, 1.740, -0.552], [1.591, -1.702, 0.209], [0.563, 0.654, 0.860], [-0.263, -0.321, 0.098], [1.895, -0.852, 0.651], [-2.425, 0.917, -0.250], [2.399, -1.596, -0.157]],
  "mulliken_charge": [-0.33, 0.32, 0.00, 0.28, -0.41, -0.46, 0.65, 0.22, -0.52, 0.24],
  "charge": 0,
  "e_lumo_ev": -1.66
}

=====

# 10
{
  "formula": "C3H3N3S",
  "method": "ωB97M-V/def2-TZVPD",
  "elements": ["H", "N", "C", "N", "N", "C", "S", "H", "C", "H"],
  "positions_angstrom": [[0.211, -1.395, 1.017], [-3.105, -0.488, 0.129], [-2.043, -0.189, -0.181], [-0.019, 1.355, -0.236], [-0.581, 0.120, -0.400], [0.246, -0.981, 0.027], [2.030, -0.229, -0.021], [0.238, -1.781, -0.726], [1.201, 1.330, 0.087], [1.824, 2.257, 0.304]],
  "mulliken_charge": [0.36, -0.34, 0.21, -0.60, 0.38, -0.58, -0.13, 0.36, 0.00, 0.34],
  "charge": 0,
  "smiles": "N#CN1CSC=N1",
  "e_lumo_ev": 0.36
}

=====

# 11
{
  "formula": "C3H3N4O",
  "method": "ωB97M-V/def2-TZVPD",
  "elements": ["O", "N", "N", "H", "N", "H", "H", "C", "N", "C", "C"],
  "positions_angstrom": [[0.238, 1.780, 0.198], [1.140, -1.069, 0.106], [-2.536, -1.068, -0.188], [1.692, -1.895, 0.083], [-1.304, -1.261, 0.222], [-2.648, 2.161, 0.394], [1.472, -0.111, 0.220], [-2.118, 1.142, 0.187], [-2.932, 0.069, -0.117], [-0.139, -1.033, 0.287], [-0.779, 1.230, 0.202]],
  "mulliken_charge": [-0.31, -0.32, -0.44, 0.28, 0.37, 0.34, 0.26, -0.34, -0.09, 0.58, 0.67],
  "charge": 1,
  "smiles": "NC#[N+]/N=N\\C=C=O",
  "e_lumo_ev": -6.09
}

=====

# 12
{
  "formula": "C3H3N4O2",
  "method": "ωB97M-V/def2-TZVPD",
  "elements": ["H", "N", "C", "O", "O", "N", "H", "H", "C", "N", "C", "N"],
  "positions_angstrom": [[-2.407, -0.976, 0.181], [1.657, -3.165, -2.033], [1.247, -1.257, -1.185], [0.536, -0.443, -0.363], [-0.928, -2.345, 0.127], [2.539, -2.473, -2.478], [3.212, -0.585, -2.011], [-1.842, -1.106, 1.784], [-0.378, -1.146, 0.119], [0.891, -2.538, -1.261], [-1.608, -1.322, 0.754], [2.468, -1.181, -1.962]],
  "mulliken_charge": [0.26, -0.39, 0.22, -0.18, -0.16, -0.12, 0.23, 0.32, 0.87, 0.17, -0.28, 0.05],
  "charge": 1,
  "e_lumo_ev": -6.11
}